Below is C7H18BF3NbO4 as an isolated structure, with properties calculated with wB97M-V/def2-TZVPD.

Element x y z (Å)
O1 2.348 2.066 -1.120
B1 1.515 1.085 -1.664
O2 2.073 -0.205 -1.759
O3 0.259 1.371 -2.122
Nb1 -1.151 1.328 -0.681
C1 -2.938 1.775 -2.034
C2 -4.377 1.910 -1.527
C3 -5.101 0.602 -1.295
F1 -4.786 -0.020 -0.153
F2 -4.915 -0.300 -2.298
F3 -6.460 0.786 -1.250
H1 3.179 1.674 -0.826
H2 1.549 -0.727 -2.382
H3 -1.702 -0.440 -0.872
H4 -0.015 0.499 0.480
H5 -0.776 3.064 -0.117
H6 -2.258 1.437 0.740
H7 -2.637 2.752 -2.475
H8 -2.946 1.031 -2.849
H9 -5.025 2.437 -2.260
H10 -4.423 2.470 -0.572
C4 3.498 -2.737 1.677
C5 3.658 -1.835 2.905
C6 2.819 -0.625 2.494
O4 1.781 -1.129 1.673
C7 2.043 -2.470 1.296
H11 3.696 -3.791 1.874
H12 4.164 -2.405 0.878
H13 3.228 -2.316 3.786
H14 4.693 -1.574 3.128
H15 3.422 0.093 1.924
H16 2.373 -0.097 3.338
H17 1.364 -3.142 1.835
H18 1.849 -2.567 0.227

E_tot: -959.9395 hartree
charge: -1